# 1
ORCA calculation (wB97M-V/def2-TZVPD) on a 2-piece molecular cluster, C7H10BrO3P overall.

The geometry in XYZ format:
```
22
Properties=species:S:1:pos:R:3:nbo_charge:R:1
C 1.521 2.353 0.328 -0.647
C -2.346 0.244 -2.431 -0.505
C 1.380 2.000 1.798 -0.191
C -1.453 -0.442 -1.703 -0.167
C 1.068 0.869 2.301 -0.404
C -1.820 -1.341 -0.680 -0.381
C -0.905 -2.117 0.019 -0.302
O 1.325 -3.106 -1.089 -1.223
O 1.475 -2.313 1.326 -1.234
O 1.310 -0.637 -0.640 -1.237
P 0.988 -1.997 -0.110 2.357
Br -1.786 -3.405 1.150 -0.060
H 2.194 3.127 0.314 0.170
H 1.759 1.487 -0.152 0.279
H -2.013 0.971 -3.154 0.168
H -3.366 0.166 -2.295 0.159
H 1.254 2.982 2.372 0.130
H -0.355 -0.355 -1.804 0.283
H 1.095 0.574 3.318 0.172
H 0.974 -0.093 1.743 0.280
H 0.539 2.748 -0.040 0.186
H -2.838 -1.712 -0.569 0.167
```

Output
M = 253.03 g/mol
relative energy (zero: lowest compared OMol25 entry of this formula, charge and spin) = 6.4 kcal per mole
gap between HOMO and LUMO = 5.40 eV
HOMO level = -0.1 eV
E = -92894.3079 eV
E_LUMO = 5.3 eV
net charge = -2


# 2
ORCA calculation (wB97M-V/def2-TZVPD) on a 2-piece molecular cluster, C14H23N3O2S overall.

The geometry in XYZ format:
```
43
Properties=species:S:1:pos:R:3:nbo_charge:R:1
C 2.985 -0.631 1.449 -0.624
C 3.162 -2.005 1.221 -0.379
C 3.027 -2.434 -0.321 -0.398
C 1.791 -3.042 -0.733 -0.417
C 0.877 -1.954 -0.714 -0.378
C -0.582 -2.643 -1.212 -0.395
C -1.785 -1.782 -0.904 -0.357
C -1.681 -0.281 -1.950 -0.335
C -3.084 0.271 -2.121 0.763
O -3.994 -0.158 -2.602 -0.549
O -3.388 1.378 -1.482 -0.464
C -2.065 1.694 -0.783 0.026
C -2.198 1.633 0.880 -0.681
H -3.231 2.286 1.171 0.269
H -2.705 0.592 0.940 0.239
S -0.959 1.597 2.035 0.281
C -0.563 3.436 1.954 0.241
N -1.313 4.207 1.149 -0.538
C -0.813 5.562 1.259 0.169
N 0.178 5.286 2.243 -0.290
N 0.366 4.054 2.414 -0.328
H 0.862 3.516 3.181 0.420
H -1.153 6.330 0.861 0.183
C -1.069 0.673 -1.037 -0.371
H -0.332 1.416 -2.099 0.144
H -0.404 0.517 -0.288 0.236
H -1.672 2.833 -0.680 0.265
H -1.453 -0.483 -2.931 0.238
H -2.739 -2.263 -1.348 0.225
H -1.972 -1.441 0.080 0.194
H -0.956 -3.508 -0.901 0.206
H -0.430 -2.744 -2.445 0.184
H 0.442 -1.742 0.343 0.190
H 1.116 -1.179 -1.215 0.190
H 1.547 -3.981 -0.091 0.213
H 1.657 -3.465 -1.840 0.208
H 3.494 -1.652 -1.067 0.212
H 3.718 -3.496 -0.267 0.184
H 2.382 -2.697 1.721 0.184
H 4.038 -2.596 1.560 0.216
H 3.799 -0.097 1.037 0.206
H 2.966 -0.623 2.528 0.213
H 2.134 -0.384 1.006 0.206
```

Output
M = 297.42 g/mol
relative energy (zero: lowest compared OMol25 entry of this formula, charge and spin) = 322.9 kcal per mole
gap between HOMO and LUMO = 8.93 eV
HOMO level = -8.7 eV
E = -34278.5284 eV
E_LUMO = 0.2 eV


# 3
ORCA calculation (wB97M-V/def2-TZVPD) on a 3-piece molecular cluster, C8H14FO5S overall.

The geometry in XYZ format:
```
29
Properties=species:S:1:pos:R:3:nbo_charge:R:1
F 37.216 18.851 38.566 -0.976
C 36.324 17.115 35.756 -0.692
C 37.749 16.556 35.546 0.061
C 38.503 16.291 36.806 -0.136
O 38.789 14.918 36.810 -0.458
C 38.324 14.417 35.733 0.969
O 38.318 13.126 35.467 -0.706
O 37.784 15.248 34.949 -0.462
H 35.587 16.491 36.142 0.212
H 35.890 17.567 34.818 0.213
H 36.237 17.905 36.612 0.321
H 38.228 17.104 34.794 0.188
H 37.755 16.594 37.597 0.258
H 39.484 16.818 37.032 0.209
C 32.132 15.989 38.165 -0.413
C 33.217 15.943 39.276 -0.403
C 34.034 17.211 39.020 -0.686
S 33.102 18.320 37.982 2.222
O 33.536 18.457 36.619 -0.942
O 32.907 19.593 38.622 -0.960
C 31.664 17.472 37.934 -0.738
H 31.174 15.460 38.322 0.213
H 32.621 15.503 37.226 0.225
H 33.721 14.897 39.403 0.232
H 32.786 16.042 40.262 0.197
H 34.788 17.236 38.443 0.252
H 34.426 17.302 40.095 0.282
H 31.208 17.644 36.913 0.269
H 31.076 17.912 38.774 0.249
```

Output
M = 241.26 g/mol
relative energy (zero: lowest compared OMol25 entry of this formula, charge and spin) = 31.3 kcal per mole
gap between HOMO and LUMO = 7.07 eV
HOMO level = -4.4 eV
E = -32310.8976 eV
E_LUMO = 2.6 eV
net charge = -1


# 4
ORCA calculation (wB97M-V/def2-TZVPD) on C20H29N2PrS as an isolated structure.

The geometry in XYZ format:
```
53
Properties=species:S:1:pos:R:3:mulliken_charge:R:1
C -2.204 -1.839 -0.201 -0.963
H -3.083 -1.650 -0.842 0.516
H -1.861 -2.875 -0.259 0.367
H 0.185 2.469 -1.058 0.203
C -2.379 -1.333 1.217 0.669
H -1.405 -1.326 1.750 0.059
H -2.739 -0.280 1.221 -0.110
C -3.375 -2.141 2.089 -1.560
H -3.313 -1.803 3.129 0.403
H -4.401 -1.989 1.738 0.371
H -3.145 -3.209 2.050 0.384
C 1.813 0.611 -0.182 0.515
C 1.440 -0.400 0.758 0.002
C 1.154 -1.590 0.023 0.908
C 1.233 -1.285 -1.370 -0.135
C 1.653 0.075 -1.499 1.380
C 2.065 0.744 -2.764 -1.791
C 0.970 -2.248 -2.474 -1.441
C 0.922 -2.942 0.596 -1.394
C 1.491 -0.259 2.238 -1.694
C 2.523 1.867 0.176 -1.172
Pr -0.930 0.141 -0.524 0.067
H 1.317 -1.850 -3.435 0.388
H 1.487 -3.202 -2.291 0.400
H -0.104 -2.481 -2.578 0.235
H 1.498 0.366 -3.627 0.454
H 1.928 1.836 -2.718 0.400
H 3.133 0.571 -2.984 0.303
H 2.002 2.402 0.981 0.316
H 3.544 1.658 0.538 0.393
H 2.615 2.545 -0.682 0.292
H 0.941 -1.071 2.732 0.417
H 2.527 -0.282 2.614 0.399
H 1.045 0.692 2.568 0.207
H -0.142 -3.141 0.775 0.125
H 1.286 -3.720 -0.088 0.363
H 1.443 -3.057 1.555 0.408
N -1.279 1.375 -2.853 -0.278
C -1.738 2.245 -1.844 0.390
N -0.822 2.671 -0.917 -0.052
C -1.356 2.991 0.369 -0.072
C -0.573 3.229 1.499 -0.501
C -1.198 3.084 2.744 -0.621
C -2.564 2.783 2.827 -0.643
C -3.344 2.613 1.682 -0.484
C -2.713 2.679 0.432 0.829
S -3.317 1.981 -1.117 0.067
H -2.017 1.054 -3.483 0.285
H -0.456 1.681 -3.381 0.280
H 0.469 3.532 1.391 0.663
H -0.615 3.221 3.657 0.492
H -3.033 2.685 3.809 0.452
H -4.415 2.416 1.715 0.507
```

Output
M = 470.44 g/mol
relative energy (zero: lowest compared OMol25 entry of this formula, charge and spin) = 5.9 kcal per mole
multiplicity = 3
<S²> = 2.023
gap between HOMO and LUMO (spin up / spin down) = 4.98 / 4.91 eV
HOMO level (spin up / spin down) = -13.7 / -13.7 eV
E = -49078.2281 eV
E_LUMO (spin up / spin down) = -8.7 / -8.7 eV
net charge = +2


# 5
ORCA calculation (wB97M-V/def2-TZVPD) on C5H8O as an isolated structure.

The geometry in XYZ format:
```
14
Properties=species:S:1:pos:R:3:nbo_charge:R:1
O 2.076 0.342 -1.307 -0.658
C 2.106 0.613 -0.037 0.178
C 0.916 0.123 0.656 -0.558
C -0.199 -0.482 -0.080 -0.244
C -1.552 -0.646 0.505 -0.407
C -1.345 0.303 -0.557 -0.409
H 2.968 0.980 -1.073 0.546
H 1.360 -0.559 1.391 0.248
H 0.526 0.942 1.265 0.238
H 0.144 -1.267 -0.737 0.220
H -2.134 -1.526 0.297 0.216
H -1.720 -0.259 1.496 0.207
H -1.778 0.086 -1.516 0.216
H -1.368 1.349 -0.303 0.206
```

Output
M = 84.12 g/mol
relative energy (zero: lowest compared OMol25 entry of this formula, charge and spin) = 111.2 kcal per mole
gap between HOMO and LUMO = 9.59 eV
HOMO level = -8.5 eV
E = -7357.4331 eV
E_LUMO = 1.1 eV


# 6
ORCA calculation (wB97M-V/def2-TZVPD) on C13H12N7NiO3S5 as an isolated structure.

The geometry in XYZ format:
```
41
Properties=species:S:1:pos:R:3:nbo_charge:R:1
Ni -0.114 0.012 0.170 0.676
S 2.037 -2.804 -2.408 -0.108
C 1.220 -1.773 -1.442 -0.518
S 1.520 -1.420 0.239 -0.166
S -0.180 -0.814 -1.832 -0.163
C 1.425 4.962 1.924 -0.689
C 0.681 3.836 2.530 0.377
N -0.114 3.897 3.552 -0.260
N -0.565 2.613 3.717 -0.375
C -0.091 1.752 2.814 0.236
S -0.376 0.108 2.603 -0.242
N 0.727 2.532 2.061 -0.241
N 1.380 2.000 0.954 -0.634
H 1.182 5.895 2.424 0.293
H 1.140 5.118 0.882 0.275
H 2.502 4.790 1.984 0.230
H -1.209 2.393 4.455 0.425
H 2.192 1.463 1.244 0.395
H 1.666 2.754 0.341 0.391
O 1.062 7.581 0.441 -1.025
S 0.048 8.527 0.877 2.396
O 0.269 9.068 2.202 -0.996
O -0.376 9.476 -0.133 -0.992
C -1.442 7.492 1.101 0.150
N -2.486 8.040 1.731 -0.407
C -3.538 7.257 1.912 0.080
C -3.576 5.931 1.503 -0.301
C -2.452 5.465 0.847 0.191
N -1.396 6.249 0.635 -0.455
C -2.265 4.064 0.397 0.008
C -1.309 3.790 -0.578 -0.241
C -0.963 2.481 -0.825 0.047
N -1.476 1.452 -0.136 -0.504
C -2.489 1.702 0.695 0.061
C -2.925 2.986 0.975 -0.252
H -4.391 7.702 2.415 0.190
H -4.448 5.316 1.678 0.213
H -0.812 4.607 -1.083 0.263
H -0.206 2.219 -1.554 0.228
H -2.906 0.847 1.207 0.221
H -3.704 3.130 1.713 0.223
```

Output
M = 533.31 g/mol
relative energy (zero: lowest compared OMol25 entry of this formula, charge and spin) = 1.3 kcal per mole
gap between HOMO and LUMO (spin up / spin down) = 6.85 / 6.84 eV
HOMO level (spin up / spin down) = -5.6 / -5.6 eV
E = -125471.3929 eV
E_LUMO (spin up / spin down) = 1.2 / 1.2 eV
net charge = -1


# 7
ORCA calculation (wB97M-V/def2-TZVPD) on a 3-piece molecular cluster, C15H33F3N3O6 overall.

The geometry in XYZ format:
```
60
Properties=species:S:1:pos:R:3:nbo_charge:R:1
N 3.339 -3.879 2.371 -0.803
C 2.827 -2.603 1.780 -0.240
C 1.388 -2.216 2.280 0.726
O 0.536 -1.998 1.386 -0.792
O 1.062 -2.155 3.491 -0.749
C 3.862 -1.460 1.891 0.979
F 3.298 -0.241 1.762 -0.322
F 4.742 -1.603 0.823 -0.365
F 4.636 -1.502 3.008 -0.331
H 3.153 -4.601 1.673 0.348
H 4.360 -3.836 2.413 0.345
H 2.721 -2.814 0.688 0.210
C -2.214 -0.889 -0.337 -0.250
O -3.497 -1.298 -0.800 -0.562
C -3.727 -1.021 -2.173 -0.066
C -3.758 -2.308 -2.986 -0.240
N -2.428 -2.906 -3.083 -0.628
C -2.428 -4.266 -3.618 -0.247
C -3.160 -5.348 -2.816 -0.081
O -2.556 -5.658 -1.573 -0.548
C -2.914 -4.798 -0.499 -0.251
H -2.201 -0.977 0.748 0.219
H -1.427 -1.533 -0.736 0.180
H -2.012 0.154 -0.603 0.157
H -3.000 -0.310 -2.576 0.175
H -4.716 -0.553 -2.236 0.171
H -4.126 -2.090 -3.994 0.180
H -4.468 -2.987 -2.498 0.165
H -2.008 -2.928 -2.162 0.365
H -1.380 -4.567 -3.700 0.204
H -2.829 -4.243 -4.638 0.180
H -3.108 -6.270 -3.405 0.180
H -4.227 -5.131 -2.691 0.157
H -3.936 -4.423 -0.590 0.165
H -2.209 -3.968 -0.421 0.182
H -2.839 -5.369 0.427 0.191
C 0.794 1.603 1.576 -0.250
O 1.174 2.209 0.344 -0.557
C 0.155 3.004 -0.241 -0.067
C 0.516 4.481 -0.170 -0.241
N 0.450 4.979 1.202 -0.628
C 1.034 6.306 1.380 -0.246
C 2.532 6.471 1.096 -0.082
O 3.375 5.792 2.011 -0.550
C 3.597 4.420 1.715 -0.248
H 1.560 0.881 1.848 0.228
H 0.728 2.349 2.376 0.138
H -0.157 1.075 1.479 0.186
H -0.825 2.808 0.205 0.177
H 0.100 2.716 -1.296 0.177
H -0.181 5.054 -0.792 0.181
H 1.523 4.593 -0.589 0.164
H 0.940 4.333 1.808 0.360
H 0.863 6.583 2.424 0.199
H 0.474 7.023 0.769 0.183
H 2.764 7.534 1.217 0.180
H 2.795 6.221 0.062 0.160
H 3.595 4.220 0.641 0.174
H 2.859 3.794 2.219 0.171
H 4.576 4.146 2.112 0.187
```

Output
M = 408.44 g/mol
relative energy (zero: lowest compared OMol25 entry of this formula, charge and spin) = 0.0 kcal per mole
gap between HOMO and LUMO = 7.17 eV
HOMO level = -4.4 eV
E = -40997.1114 eV
E_LUMO = 2.8 eV
net charge = -1


> Which formula does entry 2 have?

C14H23N3O2S